Record 1
ORCA calculation (ωB97M-V with the def2-TZVPD basis set) on C33H30F2N6O5S3W as an isolated structure.

Summary:
charge: -1
LUMO (spin up / spin down): 0.065 / 0.063 Eh
E_HOMO (spin up / spin down): -0.194 / -0.203 Eh
spin multiplicity: 2

CARTESIAN COORDINATES (ANGSTROEM)
H1 -2.037 2.744 -2.989
F1 -1.934 -2.009 1.182
C1 2.767 -0.988 0.763
C2 -0.385 -1.166 4.433
C3 1.224 2.115 -1.705
H2 1.338 -1.100 7.878
C4 1.934 2.920 2.891
C5 -3.527 3.860 -0.147
H3 1.751 -1.651 -5.392
C6 0.855 4.124 5.138
H4 0.001 -2.275 1.588
C7 -0.155 -2.046 6.660
H5 -4.699 -4.409 -2.735
H6 -3.612 -4.431 -5.294
H7 2.217 2.442 -4.291
C8 1.906 1.432 -4.066
C9 -2.095 1.949 0.209
C10 -0.626 -2.098 0.710
O1 1.232 3.308 -1.906
H8 -3.186 2.937 1.756
C11 -3.655 -4.280 -2.443
O2 -1.064 1.029 -1.654
W1 0.154 -0.335 -0.510
C12 1.473 -0.313 1.203
H9 4.195 0.427 0.968
H10 -3.601 -3.685 -1.535
C13 1.270 0.185 2.377
S1 -1.321 0.801 1.186
H11 3.674 -1.189 2.565
H12 0.944 -2.110 -3.046
C14 2.065 4.284 3.076
H13 -1.556 -2.779 5.207
H14 -2.201 -5.235 -4.591
C15 1.356 1.123 -2.838
N1 3.758 -0.086 0.206
C16 1.235 -0.224 5.928
H15 2.025 0.490 6.127
H16 -3.610 4.560 -2.208
C17 -2.676 -4.263 -4.758
S2 -2.130 -1.576 -1.923
C18 -0.770 -2.066 5.416
C19 0.848 -1.120 6.912
C20 1.189 -1.112 -3.386
H17 -0.852 -3.763 -5.883
C21 1.264 2.132 3.830
F2 -0.632 -3.283 -0.013
N2 -1.853 1.954 -1.114
O3 3.096 1.789 -6.623
C22 2.478 0.725 -6.476
H18 -3.217 -5.264 -2.251
H19 -0.849 -1.521 -4.566
H20 3.286 0.598 -0.374
H21 -2.251 -2.769 -6.311
C23 -3.214 3.834 -1.515
C24 -2.368 2.867 -1.969
N3 -1.410 -2.346 -4.428
C25 2.008 0.434 -5.029
O4 2.169 -0.165 -7.293
N4 3.430 -1.785 1.779
H22 0.420 4.589 6.015
C26 0.627 -0.238 4.673
H23 2.577 4.874 2.328
H24 -0.879 -1.177 3.470
C27 1.077 0.676 3.586
O5 1.144 1.536 -0.525
C28 -2.121 -2.534 -3.308
H25 1.638 5.961 4.352
H26 0.167 2.168 5.674
N5 -2.923 -3.606 -3.484
H27 -4.195 4.615 0.246
H28 2.319 2.453 1.993
C29 1.532 4.893 4.207
C30 -1.745 -3.279 -5.488
C31 0.717 2.755 4.951
S3 1.983 -2.032 -0.506
H29 2.772 -2.473 2.126
H30 -0.456 -2.746 7.429
C32 -2.978 2.936 0.697
C33 1.652 -0.862 -4.659
N6 1.011 -0.126 -2.502

Atomic partial charges in e from the Mulliken method, atoms 1 to 5:
1. H 0.520
2. F -0.347
3. C 1.131
4. C -0.364
5. C -0.213

---

Record 2
ORCA calculation (ωB97M-V with the def2-TZVPD basis set) on a 17-piece molecular cluster, C46H86Cl34O3 overall.

Summary:
charge: 0
LUMO: 0.002 Eh
E_HOMO: -0.274 Eh

CARTESIAN COORDINATES (ANGSTROEM)
H1 -1.773 -2.965 1.542
H2 7.387 -3.999 7.471
C1 -12.681 -0.608 4.954
H3 1.213 4.977 2.394
Cl1 -0.059 7.575 2.312
H4 -1.988 0.860 -9.375
H5 -1.101 -4.315 -13.949
Cl2 -3.165 0.665 -11.392
H6 3.277 -4.454 -9.002
Cl3 -12.356 0.115 3.360
C2 6.448 -3.545 7.786
H7 -2.037 0.822 6.252
C3 1.966 5.750 2.537
C4 -0.447 -0.051 -2.869
H8 -11.948 -1.395 5.123
H9 -1.391 -0.384 -2.436
Cl4 -7.473 -1.379 4.134
Cl5 2.214 5.959 4.285
C5 -1.710 -1.980 1.065
C6 3.340 -0.747 0.922
O1 2.168 -0.341 1.435
H10 -8.838 -0.228 5.653
H11 0.435 0.323 -4.795
H12 -1.344 -2.183 0.049
H13 -1.016 -1.504 12.271
H14 -0.631 3.747 3.619
C7 -0.064 -4.642 -14.005
C8 5.113 4.213 -0.809
H15 6.212 -2.572 5.896
H16 2.635 1.059 7.566
H17 -3.057 -0.221 4.058
C9 1.752 -4.356 3.247
Cl6 2.053 2.587 9.956
H18 -0.010 3.140 5.230
Cl7 2.158 -5.410 -12.605
C10 0.690 6.117 -4.230
C11 -2.421 0.163 3.249
H19 5.657 -4.283 7.678
H20 7.924 -2.238 -5.463
H21 -13.668 -1.065 4.902
Cl8 -0.110 1.578 -2.244
H22 1.569 -0.897 -7.843
H23 -0.206 5.853 -2.284
Cl9 4.555 -1.640 7.265
H24 0.641 5.073 -4.537
C12 0.530 -4.681 -12.620
H25 -4.411 1.188 -1.071
H26 4.628 2.205 -0.201
H27 3.790 -5.454 -1.253
H28 5.289 -6.947 -2.449
H29 2.811 -6.738 -1.965
H30 -0.548 -1.141 -4.699
C13 0.725 6.202 -2.725
H31 2.271 -5.896 -8.866
C14 -0.881 3.401 4.622
C15 6.885 -2.425 -5.726
H32 1.575 6.566 -4.676
H33 -4.184 2.698 -1.957
Cl10 -0.743 6.925 -4.918
H34 -1.976 2.496 6.753
H35 1.155 -1.211 -0.186
H36 -6.093 2.985 -0.478
C16 -2.371 1.832 5.979
C17 5.410 2.945 -0.052
C18 2.359 -4.742 -7.068
C19 -2.195 1.649 3.469
H37 -7.910 2.010 5.533
Cl11 0.985 -3.984 -9.306
H38 2.441 0.274 9.966
C20 2.355 -3.600 2.120
C21 -1.125 -0.680 3.224
Cl12 -1.249 -0.250 10.286
H39 0.205 -1.774 1.959
C22 4.638 -6.293 -3.028
H40 2.278 -4.192 4.185
H41 0.709 0.642 9.919
Cl13 2.455 -4.650 -3.003
C23 6.175 -2.317 6.954
H42 -0.290 -0.164 3.710
C24 3.450 -5.887 -2.193
H43 -3.460 1.874 6.007
H44 6.353 2.516 -0.392
H45 6.907 -1.534 7.143
H46 -1.371 4.235 5.150
H47 1.538 5.587 -2.342
C25 -12.655 0.418 6.059
H48 2.907 5.384 2.132
H49 -8.125 1.429 3.880
H50 -2.234 1.300 12.513
H51 -2.689 -1.508 0.966
Cl14 6.613 -3.162 9.517
H52 1.786 -5.433 3.055
Cl15 -2.456 2.334 -0.416
Cl16 -5.243 2.120 1.527
C26 -4.150 2.240 -0.969
Cl17 3.471 4.768 -0.400
Cl18 -4.854 3.152 -9.775
C27 1.707 0.700 8.006
C28 2.361 -4.852 -8.571
Cl19 3.729 -2.065 3.773
H53 -0.875 0.020 0.011
O2 4.015 -0.010 0.343
Cl20 0.425 1.743 -8.012
H54 -3.463 2.296 -8.093
H55 2.771 1.903 -8.207
H56 3.131 -5.386 -6.649
C29 -7.575 1.271 4.806
C30 2.353 -0.157 -7.705
H57 0.604 -3.687 -12.187
Cl21 1.880 -4.077 0.494
Cl22 0.353 1.530 7.192
C31 -1.842 2.227 4.611
C32 -2.657 1.528 -9.915
H58 0.694 -4.111 3.382
H59 5.139 4.038 -1.884
H60 -2.989 0.050 2.321
Cl23 2.714 -3.081 -6.528
Cl24 -11.014 1.054 6.344
H61 5.216 -5.428 -3.346
H62 0.347 -0.702 -2.501
H63 -0.324 1.031 1.333
O3 3.721 -2.042 1.087
C33 -5.096 2.955 -0.039
C34 2.044 1.125 -8.432
H64 2.053 0.949 -9.507
H65 -7.168 -0.312 6.216
C35 -0.673 -1.127 1.819
C36 1.577 7.035 1.851
C37 3.208 -2.623 2.216
H66 2.274 7.838 2.082
Cl25 -1.876 0.758 -5.065
H67 -1.288 -1.588 3.821
H68 6.478 -3.150 -5.022
H69 1.568 6.890 0.771
H70 -2.700 -1.117 11.912
C38 -3.827 1.895 -9.038
C39 -7.799 -0.116 5.351
Cl26 -5.854 1.600 4.489
H71 -2.044 0.176 13.862
H72 3.287 -0.579 -8.074
C40 6.067 -1.157 -5.675
C41 -0.473 -0.103 -4.374
H73 1.609 -0.361 7.777
Cl27 6.798 0.158 -6.636
Cl28 0.786 -3.492 -15.069
C42 -1.690 -0.712 11.951
H74 5.826 5.003 -0.580
H75 1.558 0.496 -0.336
Cl29 6.853 -3.196 -7.332
H76 -0.093 -5.292 -11.968
H77 -12.985 -0.036 6.993
H78 -4.775 3.977 0.151
H79 5.056 -1.318 -6.039
C43 -1.646 0.466 12.890
H80 -13.308 1.260 5.840
Cl30 1.018 7.865 -2.147
C44 -0.217 0.041 0.880
H81 1.403 -5.036 -6.643
Cl31 0.019 1.040 13.159
H82 -2.092 2.407 -10.216
H83 -2.385 2.310 2.620
Cl32 2.557 0.110 -5.950
H84 6.008 -0.800 -4.647
C45 1.194 -0.259 0.369
H85 -0.037 -5.621 -14.479
H86 -4.452 1.031 -8.826
Cl33 5.578 3.230 1.698
C46 1.683 0.903 9.499
Cl34 4.159 -7.201 -4.487

Atomic partial charges in e from the Mulliken method, atoms 1 to 5:
1. H 0.347
2. H 0.321
3. C -0.495
4. H 0.191
5. Cl -0.206

---

Record 3
ORCA calculation (ωB97M-V with the def2-TZVPD basis set) on C16H14BCrF5N6 as an isolated structure.

Summary:
charge: +2
LUMO (spin up / spin down): -0.339 / -0.402 Eh
E_HOMO (spin up / spin down): -0.565 / -0.565 Eh
spin multiplicity: 5

CARTESIAN COORDINATES (ANGSTROEM)
C1 -0.183 -1.704 0.800
C2 2.545 -1.442 -1.198
C3 -4.215 2.056 1.988
F1 -1.442 -0.079 2.876
C4 -2.212 0.688 2.041
C5 -0.003 3.112 -2.823
C6 -1.874 0.922 0.714
H1 -1.481 -0.251 -5.417
C7 -2.785 -1.382 -2.603
C8 2.400 -0.951 -3.373
H2 0.541 0.857 -4.413
N1 -1.067 -0.276 -3.352
F2 -2.730 1.991 -1.270
C9 -0.185 3.900 -1.692
N2 0.111 1.846 -2.436
C10 -3.363 1.202 2.670
C11 -1.811 -0.572 -4.434
H3 0.324 -0.855 1.194
F3 -4.700 3.163 -0.056
C12 -3.908 2.353 0.671
H4 -3.733 -1.613 -4.638
C13 3.162 -1.636 -2.434
N3 1.375 -0.376 -2.743
N4 0.052 1.818 -1.051
H5 2.870 -1.850 -0.248
C14 -2.792 1.734 0.076
N5 -1.621 -0.789 -2.206
H6 0.084 3.317 -3.878
B1 0.256 0.525 -3.298
F4 -5.314 2.566 2.561
H7 0.539 -2.452 0.608
H8 -0.397 3.243 0.481
C15 -0.180 3.066 -0.582
H9 4.046 -2.201 -2.653
H10 2.509 -0.816 -4.438
C16 -2.930 -1.264 -4.003
H11 -0.769 -1.579 -0.105
H12 -3.509 -1.878 -1.961
Cr1 -0.090 0.062 -0.433
N6 1.451 -0.643 -1.388
H13 -0.931 -1.961 1.513
H14 -0.353 4.951 -1.654
F5 -3.638 0.871 3.942

Atomic partial charges in e from the Mulliken method, atoms 1 to 5:
1. C -0.975
2. C -0.274
3. C 0.758
4. F -0.283
5. C 0.989

---

Record 4
ORCA calculation (ωB97M-V with the def2-TZVPD basis set) on a 13-piece molecular cluster, H40N8O8S overall.

Summary:
charge: +6
LUMO: -0.666 Eh
E_HOMO: -0.994 Eh

CARTESIAN COORDINATES (ANGSTROEM)
H1 10.974 3.317 13.351
H2 12.091 7.621 18.033
H3 7.006 8.236 15.900
N1 11.538 7.856 17.222
N2 13.369 2.216 14.455
H4 7.644 6.745 15.385
H5 14.183 5.322 18.125
H6 8.790 2.311 15.328
S1 11.344 5.400 15.005
H7 11.261 9.167 13.418
H8 13.383 5.070 16.681
O1 8.855 5.973 13.059
H9 13.262 4.256 11.861
H10 6.295 7.503 14.811
H11 11.912 8.581 12.072
H12 13.694 6.661 14.891
H13 7.576 4.474 15.265
H14 12.309 4.775 10.713
N3 11.186 8.410 12.753
H15 11.975 8.524 16.604
O2 12.532 6.028 15.623
O3 9.602 2.278 15.834
H16 8.546 4.389 18.417
H17 9.039 5.757 19.118
H18 12.646 2.844 14.777
N4 14.558 6.724 14.373
H19 11.085 7.159 16.648
N5 7.246 7.635 15.124
H20 15.090 5.883 14.201
H21 13.665 2.444 13.517
H22 13.072 4.141 18.006
H23 10.845 8.448 17.657
H24 15.098 7.488 14.755
H25 12.959 1.297 14.375
H26 13.159 5.912 11.706
H27 8.812 5.148 15.822
H28 10.166 4.554 18.759
O4 11.258 6.013 13.694
H29 10.144 2.974 15.464
O5 11.451 3.966 14.875
H30 9.519 5.498 17.601
O6 11.115 2.911 12.495
H31 10.245 8.496 12.396
N6 13.790 4.635 17.497
N7 12.666 5.035 11.622
H32 14.583 4.025 17.360
H33 11.301 7.493 13.160
H34 14.304 7.013 13.439
O7 10.216 5.736 15.836
H35 10.333 2.379 12.350
H36 14.197 2.125 15.027
N8 9.323 5.032 18.475
H37 8.532 5.135 12.728
H38 9.755 5.792 13.331
H39 7.682 8.011 14.294
O8 7.859 5.120 15.912
H40 11.927 5.003 12.310

Atomic partial charges in e from the Mulliken method, atoms 1 to 5:
1. H 0.347
2. H 0.331
3. H 0.421
4. N -0.116
5. N -0.224